A 8-piece molecular cluster, C44H44BF2NO4S overall in a non-equilibrium geometry. Source: the Open Molecules 2025 dataset; level of theory: wB97M-V/def2-TZVPD.

Structure (ORCA input):
```
! wB97M-V def2-TZVPD RIJCOSX def2/J DEFGRID3
* xyz 0 1
O 2.0596 0.1101 -3.0904
C 2.2495 -1.0181 -2.7494
F 1.4796 -1.5830 -1.8265
N 3.1904 -1.9236 -3.1930
C 4.1951 -1.3655 -4.0392
O 3.9502 -0.8040 -5.0727
B 5.7357 -1.5036 -3.7023
S 6.7380 -0.0851 -3.0088
O 8.0131 -0.5732 -2.6278
O 6.6765 1.0060 -3.9106
F 5.9568 0.2779 -1.7107
H 3.5629 -2.4969 -2.4458
H 6.2460 -2.5493 -3.8952
C -1.7794 -5.5470 -0.3517
C -2.8089 -5.0565 0.4413
C -2.9147 -3.6929 0.6782
C -1.9955 -2.8202 0.1138
C -0.9671 -3.3096 -0.6758
C -0.8552 -4.6731 -0.9087
H -1.6970 -6.6107 -0.5340
H -3.5306 -5.7372 0.8744
H -3.7146 -3.3126 1.2995
H -2.0748 -1.7548 0.2879
H -0.2565 -2.6192 -1.1026
H -0.0491 -5.0549 -1.5231
C 4.5157 -7.1390 -0.3674
C 5.8002 -6.6174 -0.2855
C 6.0094 -5.2553 -0.4422
C 4.9300 -4.4141 -0.6712
C 3.6461 -4.9356 -0.7520
C 3.4375 -6.2986 -0.6037
H 4.3554 -8.2021 -0.2475
H 6.6394 -7.2741 -0.0997
H 7.0110 -4.8497 -0.3841
H 5.0858 -3.3460 -0.7872
H 2.8020 -4.2781 -0.9289
H 2.4368 -6.7043 -0.6706
C 1.9007 4.2466 -1.6645
C 0.8907 5.1668 -1.4180
C -0.4369 4.7629 -1.4421
C -0.7533 3.4372 -1.7059
C 0.2573 2.5170 -1.9506
C 1.5851 2.9213 -1.9338
H 2.9359 4.5622 -1.6463
H 1.1384 6.1993 -1.2067
H -1.2258 5.4810 -1.2550
H -1.7889 3.1213 -1.7208
H 0.0116 1.4839 -2.1555
H 2.3697 2.2087 -2.1253
C -3.5382 6.6223 -3.3121
C -2.9299 7.7799 -2.8476
C -3.7021 8.8828 -2.5109
C -5.0834 8.8252 -2.6318
C -5.6918 7.6665 -3.0936
C -4.9192 6.5660 -3.4370
H -2.9346 5.7633 -3.5770
H -1.8526 7.8222 -2.7490
H -3.2273 9.7875 -2.1540
H -5.6859 9.6839 -2.3657
H -6.7691 7.6214 -3.1864
H -5.3932 5.6640 -3.8014
C -0.3008 0.5837 1.4362
C -0.4545 -0.4185 2.3859
C -0.6390 -0.0887 3.7214
C -0.6746 1.2455 4.1047
C -0.5252 2.2469 3.1540
C -0.3367 1.9168 1.8191
H -0.1529 0.3258 0.3943
H -0.4270 -1.4564 2.0802
H -0.7533 -0.8695 4.4623
H -0.8178 1.5054 5.1455
H -0.5541 3.2859 3.4556
H -0.2154 2.6963 1.0762
C -7.0857 -5.0551 2.6124
C -6.3716 -3.8704 2.5016
C -6.7864 -2.8892 1.6121
C -7.9208 -3.0898 0.8387
C -8.6369 -4.2731 0.9516
C -8.2178 -5.2572 1.8357
H -6.7600 -5.8211 3.3042
H -5.4898 -3.7121 3.1099
H -6.2257 -1.9676 1.5215
H -8.2467 -2.3234 0.1477
H -9.5224 -4.4287 0.3493
H -8.7740 -6.1817 1.9200
C 3.8940 1.3524 4.8591
C 4.8674 2.2910 5.1741
C 4.8638 3.5304 4.5507
C 3.8815 3.8337 3.6179
C 2.9062 2.8966 3.3064
C 2.9135 1.6531 3.9237
H 3.8996 0.3844 5.3436
H 5.6297 2.0557 5.9055
H 5.6258 4.2602 4.7917
H 3.8758 4.8019 3.1339
H 2.1404 3.1341 2.5813
H 2.1551 0.9211 3.6767
*
```

Properties
HOMO-LUMO gap   6.913 eV
SMILES   O=C(F)NC(=O)BS(=O)(=O)F.c1ccccc1.c1ccccc1.c1ccccc1.c1ccccc1.c1ccccc1.c1ccccc1.c1ccccc1
HOMO   -9.09 eV
DFT total energy   -2681.48913 Eh

Want to see where the charge sits? The Mulliken charges in e are:
1. O -0.494
2. C 0.459
3. F -0.094
4. N -0.040
5. C 0.378
6. O -0.424
7. B 0.213
8. S 0.998
9. O -0.543
10. O -0.502
11. F -0.176
12. H 0.089
13. H 0.048
14. C -0.362
15. C -0.493
16. C -0.097
17. C -0.820
18. C -0.062
19. C -0.556
20. H 0.381
21. H 0.418
22. H 0.192
23. H 0.519
24. H 0.450
25. H 0.436
26. C -0.383
27. C -0.411
28. C -0.578
29. C -0.315
30. C -0.164
31. C -0.519
32. H 0.367
33. H 0.364
34. H 0.384
35. H 0.625
36. H 0.258
37. H 0.403
38. C -0.653
39. C -0.434
40. C -0.319
41. C -0.762
42. C -0.158
43. C -0.301
44. H 0.398
45. H 0.412
46. H 0.530
47. H 0.390
48. H 0.421
49. H 0.461
50. C -0.293
51. C -0.383
52. C -0.393
53. C -0.379
54. C -0.347
55. C -0.436
56. H 0.391
57. H 0.418
58. H 0.361
59. H 0.352
60. H 0.357
61. H 0.363
62. C -0.450
63. C -0.291
64. C -0.856
65. C -0.331
66. C -0.596
67. C -0.028
68. H 0.508
69. H 0.479
70. H 0.396
71. H 0.357
72. H 0.428
73. H 0.399
74. C -0.376
75. C -0.367
76. C -0.297
77. C -0.435
78. C -0.347
79. C -0.376
80. H 0.375
81. H 0.399
82. H 0.383
83. H 0.357
84. H 0.358
85. H 0.361
86. C -0.590
87. C -0.369
88. C -0.362
89. C -0.615
90. C -0.134
91. C -0.065
92. H 0.379
93. H 0.357
94. H 0.362
95. H 0.379
96. H 0.380
97. H 0.281